Entry 1:
ORCA calculation (the ωB97M-V functional and the def2-TZVPD basis) on C20H40BBr12N4O2 as an isolated structure.

Geometry as XYZ:
```
79
C20H40BBr12N4O2 (the ωB97M-V functional and the def2-TZVPD basis)
C -1.7856 -6.0508 3.2918
H 0.5008 5.8131 -3.1540
H -3.2433 -1.1440 -2.1578
C 3.9069 4.4344 -5.3758
H -1.2099 -0.2260 -2.9996
C -1.2494 5.8533 1.2458
Br 0.0629 7.2718 1.1581
Br 2.0664 -10.8702 7.5178
H -1.7826 3.6141 -1.0124
H -2.9782 1.7327 -2.1230
H 2.7222 2.8127 -3.4688
C -2.8322 -3.6236 1.2496
C -1.9765 -1.8903 -0.5311
C 2.2268 4.9972 -0.9537
Br 2.7140 -12.3215 4.7208
Br 2.3570 -8.0312 2.5939
H 3.3084 6.3373 -4.8375
H 0.1968 2.2907 -5.1080
Br 2.8548 4.9532 4.9703
O 0.0611 5.4783 -2.3604
C -2.1937 2.1024 0.4994
H 1.6581 -10.3496 3.1279
H -4.0908 -2.6077 -0.1904
C 2.1747 2.7162 -4.4232
C 1.0935 -9.4326 3.0280
H 4.4204 4.0857 -4.4477
H 3.4345 -12.8777 7.0231
C -1.8946 -4.8931 1.2308
C -1.4679 2.5588 -0.8069
H 3.0509 4.2773 -1.1696
H -0.8727 -6.7050 3.3032
C 2.4828 -12.5401 6.6303
C -1.8621 1.7104 -2.0711
H 1.9807 4.8403 0.1296
H 4.4696 4.0380 -6.2485
H -3.2242 -0.1353 -0.6780
Br -0.1930 -9.7073 1.6087
C 0.0643 2.6853 -3.1555
H -0.5402 0.0175 -1.3731
H 1.7229 4.7997 -5.1522
Br 0.2273 -9.1131 4.7268
C 2.4065 3.9468 -5.3880
H 0.3785 3.2123 0.1187
Br 1.2022 3.1649 7.0528
H 2.4934 6.0527 -1.1481
H -0.8835 5.0428 0.6250
C -1.4462 0.2097 -1.9969
H 2.5355 1.8284 -4.9942
H 0.5210 1.5442 -0.4716
H -1.7476 1.2196 1.0000
H -1.5393 -1.5435 0.4343
H -1.4803 -5.0598 3.7075
Br -2.9542 6.4000 0.5133
H -1.7755 -5.3133 0.2038
C 0.0876 2.5356 -0.7257
B 0.9357 4.5039 -1.8034
C -2.5761 -0.7144 -1.3816
H -2.3337 2.9738 1.1771
O -2.4307 -5.9685 2.0263
H -0.8983 -4.6555 1.6797
H 0.4515 5.0128 5.5786
C 1.3444 4.8858 6.1792
H -3.2296 1.8043 0.1986
N 4.0154 5.9174 -5.4408
Br 1.1820 -13.9116 7.0396
Br -1.4306 5.1522 3.0412
N 0.7176 2.5460 -4.2717
H -2.9986 -3.8354 -0.9036
H -2.3952 -2.9054 1.9805
N 0.7692 3.0221 -1.9715
H -1.1936 -2.4024 -1.1450
H 2.1902 3.6798 -6.4514
H 4.9016 6.1511 -4.9935
C -3.0431 -2.9939 -0.1799
Br 1.3826 6.3390 7.4548
H -2.5203 -6.4842 4.0066
N -1.3463 2.4286 -3.2576
H -1.8568 3.2909 -3.4398
H -3.7966 -3.9778 1.6893
```

Energy above the lowest of the compared OMol25 structures with the same formula, charge and spin, kcal per mole: 40.7
Electronic energy, eV: -872623.0307
Kohn-Sham gap, hartree: 0.276
Net charge: +1
HOMO energy, eV: -10.938
Lowest unoccupied orbital energy, eV: -3.42
F_max, hartree/bohr: 0.048

---

Entry 2:
ORCA calculation (the ωB97M-V functional and the def2-TZVPD basis) on C12H14N2NiO3S2 as an isolated structure.

Geometry as XYZ:
```
34
C12H14N2NiO3S2 (the ωB97M-V functional and the def2-TZVPD basis)
N -2.3409 1.4636 0.7846
H -0.5912 4.9664 0.3837
H 3.8508 -1.7511 2.0428
O -2.0212 -1.9555 1.8349
C 1.9105 -2.5186 -0.6543
C 3.7030 -4.1678 -0.3140
C 3.5075 -2.3134 1.1811
H 0.7591 4.3602 -0.6053
S 1.5738 -0.4288 1.1792
H -3.2568 -1.2240 -0.8069
H -3.5062 3.6616 -1.1139
S 0.6520 -1.9079 -1.6839
C -0.7517 2.9087 -0.1771
C 2.5942 -3.7025 -1.0023
N 0.0483 1.9068 -0.2416
C -2.1265 2.6301 0.2011
H 1.7797 1.3298 -0.1414
H 5.0725 -3.7855 1.3141
H 2.2287 -4.2400 -1.8700
C 4.1872 -3.4566 0.7787
O -3.5224 1.1287 1.1110
C -2.6119 -2.0372 -0.4599
O 1.3836 2.1945 -0.4186
H -4.1102 3.2565 0.4969
C -0.3146 4.3178 -0.4503
Ni -0.6535 0.0934 0.5609
C -1.8144 -1.5036 0.7225
H -0.8219 4.6992 -1.3402
C 2.3657 -1.8555 0.5211
C -3.2361 3.6040 -0.0522
H -1.9215 -2.3148 -1.2577
H -2.9833 4.6176 0.2744
H -3.2257 -2.8943 -0.1589
H 4.1934 -5.0817 -0.6384
```

Energy above the lowest of the compared OMol25 structures with the same formula, charge and spin, kcal per mole: 15.0
Electronic energy, eV: -84504.7615
Kohn-Sham gap (alpha / beta), hartree: 0.185 / 0.195
Multiplicity: 3
Net charge: -2
HOMO energy (alpha / beta), eV: 0.061 / -0.204
Lowest unoccupied orbital energy (alpha / beta), eV: 5.11 / 5.11
Expectation value of S²: 2.016
F_max, hartree/bohr: 0.013

---

Entry 3:
ORCA calculation (the ωB97M-V functional and the def2-TZVPD basis) on a 2-piece molecular cluster, C2H5O2 overall.

Geometry as XYZ:
```
9
C2H5O2 (the ωB97M-V functional and the def2-TZVPD basis)
O 1.7065 0.0262 -0.7375
H 1.9194 -0.2142 1.2203
H -1.4427 -0.8684 -0.6389
C 1.2704 0.0590 0.3985
O -1.3645 0.6814 0.6367
H 0.1788 0.3997 0.4427
H 2.6572 -0.2902 -0.8644
C -1.9741 -0.0158 -0.0905
H -2.9509 0.2223 -0.3670
```

Energy above the lowest of the compared OMol25 structures with the same formula, charge and spin, kcal per mole: 26.6
Electronic energy, eV: -6239.6397
Kohn-Sham gap, hartree: 0.322
Net charge: +1
HOMO energy, eV: -15.049
Lowest unoccupied orbital energy, eV: -6.29
F_max, hartree/bohr: 0.072

---

Entry 4:
ORCA calculation (the ωB97M-V functional and the def2-TZVPD basis) on C41H39BiBrN8OS as an isolated structure.

Geometry as XYZ:
```
92
C41H39BiBrN8OS (the ωB97M-V functional and the def2-TZVPD basis)
C -4.5385 1.3014 2.8747
N -3.6550 0.4462 -2.4575
C 2.8164 0.2145 -2.8684
H -0.4511 -2.0244 4.2913
N 1.4584 2.2889 -0.8223
H 3.5786 -0.7058 4.7764
H -1.9486 3.9153 -1.6463
Br -4.5000 1.5038 5.7320
C 0.4698 -1.6609 3.8541
C 3.4774 3.1801 0.1735
H 3.4932 -2.7308 1.5071
H -1.2569 -3.2083 -1.9282
H -1.8497 -3.0627 2.7694
C 3.4639 -2.7081 0.4278
N -2.3401 -1.4915 -2.1764
H 4.3678 3.0209 3.4354
H 4.7171 -4.3772 -2.2376
C 3.3540 -2.7251 -2.3158
C 2.6531 -1.7499 -0.2092
H 3.8026 -0.4697 2.3285
N 1.8636 -0.7692 -2.3318
H -2.2940 4.1121 -3.3688
H 1.7733 -1.4549 -4.3489
H -3.0987 -4.7399 -2.5838
C -3.7150 1.4833 4.0024
H 3.3029 -2.7467 -3.3975
C -4.4582 -3.1027 -2.9461
H 0.2993 -0.6913 -3.7447
C -3.2459 -3.6693 -2.5899
C 3.8057 3.7530 -1.0737
C 3.7724 2.9128 2.5385
H 3.3666 0.6895 -2.0575
Bi 0.1317 0.2156 -0.4529
C -2.7079 1.4455 -2.5641
H -5.2924 -3.7248 -3.2398
C -2.5754 1.3129 1.4073
C 1.1243 -1.3443 -3.4747
H 0.2085 -4.0143 1.8314
C 1.7174 2.1333 1.5297
C -3.5011 -0.9554 -2.5196
C 1.7513 2.9028 -1.9472
S -1.0851 1.4188 -2.9963
C -2.3721 1.6353 3.8504
C 4.2076 -3.6278 -0.2860
C 4.2756 3.3046 1.3307
C -1.7642 1.5452 2.5721
C -3.9863 1.2334 1.6293
C -4.7135 2.3643 -2.1814
H 3.1076 4.1644 -3.0503
C -2.7384 3.9040 -2.3966
H 4.7357 4.2986 -1.1735
H 2.2794 0.9606 -3.4505
C 2.8671 -0.8035 2.7590
C 1.5289 -1.3219 4.6855
C 4.1500 -3.6527 -1.6702
H 1.0384 2.7920 -2.7538
H -5.6094 1.2220 3.0070
H 4.8303 -4.3326 0.2491
C -4.5893 -1.7275 -2.9233
C -1.7669 -2.1541 2.1604
H 2.0914 2.1578 3.6319
H 3.5421 -0.2763 -3.5263
C 1.7961 -1.0691 1.9118
C -4.8937 1.0387 -2.2246
H -3.4805 4.6627 -2.1630
O -2.1043 1.2168 0.2255
H -5.4197 3.1583 -2.0173
N 1.8755 -0.8507 0.5109
C -2.2224 -2.8171 -2.2229
N -0.4326 -2.0084 1.5755
H -0.8530 -3.7281 0.4472
H -4.6130 1.1005 0.7582
H 1.4137 -1.3967 5.7587
H 0.7346 -2.3230 -3.2197
C -0.0286 -3.3142 1.0220
C 2.9147 3.6721 -2.1079
C 2.6245 -1.7745 -1.6127
H -5.5163 -1.2663 -3.2314
H -5.7896 0.4650 -2.0800
C 2.2410 2.5020 0.2675
C 0.5956 -1.5584 2.4770
H -2.0074 -1.2995 2.7800
H -2.4971 -2.2171 1.3514
C 2.4737 2.3856 2.6486
H -1.7460 1.7934 4.7207
C -0.3762 1.7834 2.5077
N 0.4141 1.6089 1.4920
H 0.8526 -3.2116 0.3941
H 5.2654 3.7340 1.2468
C 2.7360 -0.9315 4.1348
N -3.3781 2.6077 -2.4028
H 0.0512 2.2272 3.4086
```

Energy above the lowest of the compared OMol25 structures with the same formula, charge and spin, kcal per mole: 13.0
Electronic energy, eV: -143831.8684
Kohn-Sham gap, hartree: 0.243
Net charge: +1
HOMO energy, eV: -9.633
Lowest unoccupied orbital energy, eV: -3.02
F_max, hartree/bohr: 0.016

---

Entry 5:
ORCA calculation (the ωB97M-V functional and the def2-TZVPD basis) on C15H41O6V as an isolated structure.

Geometry as XYZ:
```
63
C15H41O6V (the ωB97M-V functional and the def2-TZVPD basis)
H -3.2831 -23.1590 6.6678
H 0.4263 -21.3205 3.9654
C -3.4856 -23.7990 3.6646
H 1.7411 -27.3946 8.3404
H 2.6695 -22.7546 4.2814
H 2.3616 -28.8614 7.4790
H -3.7462 -22.8713 1.7176
C 1.9810 -27.2415 5.3287
C -2.6561 -23.4663 7.5048
H 2.6115 -28.0974 5.0878
H -3.0136 -23.0233 4.2676
H -2.8989 -28.1625 9.4173
C 0.6733 -23.3823 4.5098
C -3.5503 -29.5897 6.7709
C 0.8695 -27.6606 6.3384
H 0.7337 -28.7998 8.2534
H 2.5955 -26.3981 5.6437
H -4.6067 -29.5355 6.5077
O 0.0327 -26.5841 6.7483
H -5.6243 -23.9504 3.2016
O -0.1664 -24.5626 4.3321
H -0.8263 -22.8612 8.3188
C -4.9647 -23.5876 3.9899
H -1.0135 -22.0600 3.7110
C -3.2377 -23.7360 2.1440
H -1.4073 -24.8802 8.0115
H -0.4652 -27.9981 4.2921
H 0.2837 -22.4738 2.6036
H -4.3526 -22.8890 8.7833
C 2.1067 -23.6699 4.0982
C 0.0495 -22.2944 3.6529
C -3.4984 -27.7693 8.5964
H -0.0571 -24.8360 3.4184
H 0.6075 -26.0601 7.3110
H -2.2310 -23.5922 1.7515
H -5.2207 -24.2062 4.8500
H -5.3972 -22.6359 4.2988
H -4.5359 -28.0477 8.7812
H -3.1154 -29.8195 5.7982
H -2.0097 -21.5364 8.0066
H -4.2844 -27.5020 5.9812
C -3.6076 -23.6730 8.6476
C 1.4923 -28.2432 7.7031
H -1.2025 -22.3220 6.6277
C -1.5825 -22.4693 7.6387
H -3.0382 -23.6507 9.5767
O -1.9755 -24.6894 7.2616
H -4.2657 -24.5406 8.5999
V -1.6406 -26.0887 5.4685
H 1.6126 -26.9154 4.3561
H -3.5541 -24.6089 1.5730
H -3.3916 -26.6938 8.7376
O -3.3931 -27.2754 6.2566
H -3.3771 -30.4829 7.3712
O -3.1900 -25.1371 4.1690
H 2.2519 -23.9749 3.0618
H 2.4603 -24.5115 4.6939
H 0.6107 -23.1498 5.5729
C -2.9952 -28.2717 7.2275
H -1.9202 -28.3093 7.0516
H 0.3074 -28.4816 5.8933
O -1.2178 -27.5077 3.9078
H -3.7303 -25.7222 3.6330
```

Electronic energy, eV: -54189.3605
Kohn-Sham gap (alpha / beta), hartree: 0.093 / 0.321
Multiplicity: 5
HOMO energy (alpha / beta), eV: -2.358 / -8.557
Lowest unoccupied orbital energy (alpha / beta), eV: 0.16 / 0.17
Expectation value of S²: 6.005
F_max, hartree/bohr: 0.055

---

Entry 6:
ORCA calculation (the ωB97M-V functional and the def2-TZVPD basis) on a 2-piece molecular cluster, C2H8N2O overall.

Geometry as XYZ:
```
13
C2H8N2O (the ωB97M-V functional and the def2-TZVPD basis)
H 0.6088 4.4490 2.5485
H -1.3772 -3.4611 -2.2006
H 0.7180 -4.3426 -2.1374
O -0.1353 2.9839 1.1973
C -0.6738 -3.1528 -1.4120
H 1.0358 -3.7626 -0.5188
N -1.3048 -2.7118 -0.3519
N 0.5592 -3.6703 -1.4022
H 0.2954 2.1131 1.1814
C 0.5307 4.1746 1.4661
H -0.1624 4.9732 1.1598
H 1.5246 4.1725 1.0228
H -1.6191 -1.7648 -0.5530
```

Energy above the lowest of the compared OMol25 structures with the same formula, charge and spin, kcal per mole: 74.0
Electronic energy, eV: -7229.1191
Kohn-Sham gap, hartree: 0.335
HOMO energy, eV: -8.233
Lowest unoccupied orbital energy, eV: 0.90
F_max, hartree/bohr: 0.065